[1]
The following is a DFT calculation (wB97M-V/def2-TZVPD) of a molecular structure, C33H36FN7O6S2Y.

As for the multiplicity: 1. Its total charge is +1. The total energy is -3048.53249 hartree. As for the max |F|: 0.847 eV Å⁻¹. The gap between HOMO and LUMO is 7.613 eV. The calculation puts the HOMO energy at -0.3859 hartree.

CARTESIAN COORDINATES (ANGSTROEM)
H -1.17 5.97 1.56
C 5.74 1.26 0.41
H -2.44 -2.29 -4.18
O -0.68 -3.39 0.35
C -5.72 -1.81 1.83
C -0.66 -4.46 1.09
H 2.01 4.97 -1.21
N -0.02 -3.62 3.28
C 0.91 -4.46 3.89
H 6.83 1.37 0.46
H 5.46 -0.70 2.32
N 1.13 -0.91 -0.01
C -4.00 -1.84 0.12
H 0.46 5.69 2.18
C -0.62 5.68 -1.12
H 1.90 3.01 -0.22
O 3.22 -2.00 5.04
H -6.62 -1.86 2.41
H -6.75 -0.73 -7.03
C 2.27 -2.54 4.54
H -6.47 0.47 -4.94
H 5.73 -2.09 1.26
H -4.22 -1.23 3.28
C -1.31 3.34 0.72
C 2.01 -1.91 -0.17
S -5.69 -2.15 0.14
C 3.37 -1.71 -0.13
O -1.45 -0.74 -2.08
C 1.60 0.33 0.17
C 6.05 -0.69 -1.10
C 3.89 -0.43 0.10
H 4.03 -2.55 -0.26
H -1.39 -5.16 3.01
N -0.65 1.05 0.70
H -2.56 1.65 1.15
H 2.38 5.14 0.52
O -3.35 0.54 -1.19
C -3.32 -1.69 -4.35
O -0.55 -1.50 2.59
H 3.29 1.61 0.44
H 5.89 -1.76 -1.27
C -0.11 6.03 1.31
C -4.89 -0.01 -3.59
C -3.75 -0.78 -3.38
H 5.39 1.89 -0.41
H 7.13 -0.53 -1.05
H 1.87 6.54 -0.42
H 0.70 -5.51 3.82
H -5.65 -1.91 -7.56
H 7.00 -0.88 1.47
H 0.12 7.08 1.15
H -0.45 6.74 -1.32
C 5.92 -1.02 1.39
H -2.10 4.05 0.89
C 0.91 2.75 0.12
H 5.34 1.65 1.34
N -3.50 -1.51 1.30
C -5.17 -1.05 -5.76
C 0.59 1.42 0.34
C -5.59 -0.14 -4.77
C -4.48 -1.48 2.26
C -0.04 3.75 0.31
H -1.69 5.55 -0.91
H 1.41 -0.80 3.84
C 1.72 5.47 -0.28
C 0.25 5.22 0.06
C -1.14 -4.22 2.53
F 2.88 -4.77 5.08
N 1.27 -1.80 3.88
H -5.21 0.70 -2.84
H 5.67 -0.15 -1.97
C -1.57 2.00 0.89
H 1.58 -2.89 -0.32
C 1.99 -3.97 4.50
C 5.39 -0.21 0.20
S -2.91 -0.66 -1.88
N -5.85 -1.15 -6.94
C -4.02 -1.82 -5.52
O -0.21 -5.54 0.78
Y -1.25 -1.30 0.34
C 2.96 0.60 0.25
C 0.18 -2.28 3.21
N -3.14 -1.95 -0.95
H -3.68 -2.52 -6.28
H -1.99 -3.55 2.59
H -0.39 5.12 -2.02

[2]
The following is a DFT calculation (wB97M-V/def2-TZVPD) of 2 unconnected molecules or ions with the total composition C18H24N3.

As for the multiplicity: 1. Its total charge is +1. The total energy is -864.28527 hartree. As for the max |F|: 1.887 eV Å⁻¹. The gap between HOMO and LUMO is 7.556 eV. The calculation puts the HOMO energy at -0.3961 hartree.

CARTESIAN COORDINATES (ANGSTROEM)
C -1.98 -5.17 6.52
H -0.19 2.65 1.11
C -2.34 -4.16 4.17
H -0.03 -7.44 5.69
H -3.00 0.06 -0.15
C -2.18 -0.16 2.37
C -0.09 0.50 1.34
H -0.45 -4.63 5.08
H -2.73 1.76 0.36
H -3.84 -5.71 3.94
H 2.30 2.91 1.02
H -4.54 -1.87 2.10
C 2.11 -0.49 1.27
C -3.93 -2.56 2.69
H -1.50 -6.09 2.51
H -1.00 -2.47 4.23
C -1.48 -5.03 5.04
C -2.25 0.80 0.14
H -1.58 0.96 -0.71
H -0.85 -6.60 7.69
H -3.06 -5.00 6.54
C -4.38 -3.86 2.97
H 0.11 -6.47 3.17
H 3.76 0.88 1.03
C 1.86 1.91 1.09
H -1.55 -8.30 5.48
H -3.27 -0.08 2.34
C -1.63 -6.60 6.93
H 2.73 -1.39 1.25
H -1.54 -4.39 7.14
C -3.56 -4.68 3.72
N -2.75 -2.08 3.09
H -2.50 -7.12 7.34
N -1.51 0.30 1.31
C -0.98 -6.69 3.28
C 0.73 -0.63 1.46
C 0.47 1.78 1.16
H -1.65 -0.31 3.30
H 0.26 -1.60 1.63
H -1.12 -7.75 3.03
C -1.96 -2.85 3.86
C -1.12 -7.30 5.65
C 2.67 0.77 1.11
N -1.48 -6.41 4.59
H -5.34 -4.18 2.58

What is the formula in the first record? C33H36FN7O6S2Y